174
Properties=species:S:1:pos:R:3:forces:R:3:mulliken_charge:R:1 method="wB97M-V/def2-TZVPD" homo_lumo_gap_ev=9.0641
C 2.5719 7.4855 -1.5871 1.95 -1.28 -0.37 -0.164
C 3.1644 8.6690 -0.8264 -0.91 -0.03 0.55 -0.944
C 4.2520 8.1152 0.1402 -0.31 0.17 -0.72 -0.881
S 3.6582 6.4813 0.7244 -0.53 0.73 -0.36 1.178
O 3.0029 6.6095 2.0392 1.36 -0.37 -1.49 -0.605
O 4.7191 5.5049 0.4637 -1.26 0.79 0.45 -0.648
C 2.2717 6.4273 -0.5154 -0.05 0.68 0.54 -0.652
H 3.3486 7.0454 -2.2125 0.24 0.07 -0.25 0.179
H 1.7950 7.7225 -2.3140 -0.39 0.05 0.59 0.251
H 2.2786 9.0750 -0.3379 0.29 0.38 0.70 0.348
H 3.5199 9.4663 -1.4791 0.32 -0.21 0.02 0.394
H 4.5706 8.7290 0.9827 -0.40 0.00 0.01 0.472
H 5.1226 7.9557 -0.4960 0.15 -0.41 0.24 0.342
H 1.4596 6.8483 0.0773 -0.27 -0.61 0.21 0.337
H 2.1025 5.3917 -0.8106 -0.04 0.18 -0.10 0.389
C 5.0439 -4.9686 0.4488 -0.94 1.93 0.39 -0.836
C 3.6193 -4.3249 0.2113 -0.14 -0.50 1.13 0.714
C 2.6781 -4.6056 1.4788 1.39 -1.07 -1.31 -0.387
S 3.4481 -6.0780 2.3211 0.10 2.22 -0.72 1.084
O 2.5069 -7.1581 2.1726 0.15 -0.59 0.61 -0.671
O 3.9850 -5.6499 3.6228 -0.41 -0.95 -1.62 -0.626
C 4.7859 -6.3160 1.0155 -1.35 -0.91 1.37 -0.672
H 5.4757 -4.2815 1.1766 0.66 -0.30 0.10 0.347
H 5.6307 -4.9493 -0.4695 -0.02 -0.16 0.08 0.426
H 3.1967 -4.7930 -0.6778 -0.26 0.10 0.05 -0.854
H 3.6294 -3.2431 0.0786 0.38 -0.09 -0.25 0.389
H 1.7489 -4.9748 1.0449 -0.23 0.18 0.67 0.284
H 2.5686 -3.7992 2.2040 0.00 -0.06 -0.21 0.171
H 4.2614 -6.9365 0.2889 0.07 -0.16 -0.03 0.224
H 5.5139 -6.9248 1.5516 0.49 0.40 -0.32 0.505
C 3.8437 -6.4393 -3.1656 -0.16 0.22 -0.87 -0.606
C 2.6302 -6.8562 -2.6930 -0.05 -1.15 1.60 -0.438
C 1.4981 -6.0634 -2.6497 0.11 -1.31 -0.05 -0.334
C 1.5878 -4.8358 -3.2017 -0.40 1.83 -0.13 -0.217
C 2.7687 -4.3960 -3.7732 0.67 0.47 -0.21 -0.244
C 3.8958 -5.1928 -3.7823 0.16 -0.70 -0.29 -0.622
H 4.6611 -7.1448 -3.1873 0.23 0.15 0.05 0.436
H 2.6029 -7.8150 -2.1967 -0.18 -0.31 -0.11 0.350
H 0.5755 -6.4702 -2.2628 -0.07 0.12 0.16 0.457
H 0.7481 -4.1591 -3.1429 -0.15 0.11 -0.22 0.395
H 2.8624 -3.4132 -4.2112 -0.32 0.09 -0.13 0.308
H 4.7598 -4.9613 -4.3876 0.20 0.50 0.27 0.431
C 3.9451 2.8575 2.2119 0.15 -0.33 -0.89 -0.485
C 4.3011 2.4024 0.9216 -0.23 -1.59 0.67 -0.626
C 4.0924 1.0288 0.6002 0.50 1.03 -0.02 -0.347
C 3.6351 0.1159 1.5125 -0.48 0.79 2.14 -0.089
C 3.3348 0.5955 2.8230 -0.97 0.88 -0.47 -0.796
C 3.3988 1.9684 3.1403 0.55 -0.88 -1.34 -0.236
H 4.0640 3.8798 2.5393 0.10 0.22 -0.40 0.459
H 4.7979 2.9588 0.1406 -0.21 0.66 0.33 0.438
H 4.3298 0.6539 -0.3845 0.09 0.23 -0.25 0.418
H 3.4560 -0.9136 1.2399 0.06 -0.09 0.08 0.320
H 2.8122 0.0209 3.5734 0.25 -0.70 -0.09 0.447
H 3.0145 2.3811 4.0614 0.11 -0.30 0.27 0.500
C -2.0625 -4.2841 -1.4195 0.49 0.14 -1.07 0.351
C -2.5215 -5.1247 -0.4403 -0.33 0.71 1.13 -0.536
C -3.6811 -4.7428 0.2632 1.14 -0.47 -0.25 -0.586
C -4.3270 -3.5610 -0.0639 -0.78 -0.47 0.08 -0.366
C -3.9917 -2.8670 -1.2122 0.95 -0.14 -0.18 -0.331
C -2.8346 -3.2498 -1.9014 -1.02 0.73 0.20 -0.723
H -1.0801 -4.3677 -1.8604 0.09 -0.57 -0.08 0.026
H -1.8860 -5.9289 -0.0999 -0.20 -0.26 0.04 0.412
H -3.9631 -5.3662 1.0989 -0.33 0.18 0.15 0.426
H -5.1611 -3.2305 0.5373 -0.10 -0.01 0.05 0.503
H -4.5490 -1.9890 -1.5033 -0.07 0.00 -0.12 0.237
H -2.5412 -2.7097 -2.7894 0.19 0.19 0.01 0.473
C 0.3120 4.4960 2.1745 1.11 -0.68 -0.54 0.410
C -0.9304 4.0752 1.6803 1.08 0.58 -0.11 -0.768
C -1.9963 4.4238 2.4444 -1.13 0.42 1.21 -0.228
C -1.8539 5.2105 3.6035 -0.28 0.48 -0.44 -0.573
C -0.6387 5.7767 3.9427 0.21 -0.69 0.14 -0.804
C 0.4783 5.3249 3.2435 -0.62 0.09 0.95 -0.475
H 1.2794 4.1299 1.8641 -0.11 -0.33 -1.05 0.186
H -1.0423 3.5905 0.7216 0.10 -0.41 0.16 0.485
H -3.0056 4.0984 2.2400 -0.07 -0.10 -0.38 0.545
H -2.7628 5.4177 4.1489 0.03 0.16 0.22 0.420
H -0.4508 6.4200 4.7896 -0.50 0.08 0.16 0.341
H 1.4694 5.5012 3.6345 0.05 0.34 -0.27 0.470
C -5.3094 -3.2680 4.5637 -1.31 0.38 -0.39 -0.772
C -6.5706 -3.7322 5.0092 2.03 -0.52 1.15 -0.336
C -7.7305 -3.6078 4.3222 -0.25 0.87 -2.08 -0.579
C -7.6867 -2.8310 3.1191 -0.02 -0.80 1.29 -0.378
C -6.4945 -2.2353 2.7777 1.02 -0.03 -1.42 -0.154
C -5.2775 -2.5035 3.4001 -0.13 -0.54 2.10 -0.112
H -4.4110 -3.4679 5.1289 0.01 -0.05 0.08 0.484
H -6.5740 -4.2558 5.9538 -0.08 -0.26 0.09 0.326
H -8.5860 -4.1808 4.6482 -0.30 0.35 -0.05 0.373
H -8.5358 -2.7317 2.4591 -0.16 0.09 0.14 0.411
H -6.3744 -1.6813 1.8584 -0.58 0.36 -0.15 0.111
H -4.3081 -2.0877 3.1686 -0.16 0.24 -0.77 0.711
C 2.8440 -0.9663 -5.8905 2.20 1.74 0.46 -0.593
C 1.6013 -1.3452 -5.7213 -4.49 -3.06 -0.50 -0.337
C 0.9865 -2.1873 -6.6968 -0.04 0.25 0.61 -0.283
C 1.6295 -2.5004 -7.8832 -0.36 0.15 -0.20 -0.589
C 2.8701 -1.9798 -8.0988 2.01 1.06 1.31 -0.499
C 3.4971 -1.2829 -7.0453 0.93 -0.11 -1.62 -0.424
H 3.2525 -0.3049 -5.1408 0.63 -0.14 0.05 0.385
H 1.0419 -1.2085 -4.8076 -0.01 0.42 0.08 0.605
H 0.0064 -2.5888 -6.4858 -0.08 -0.04 -0.01 0.598
H 1.2887 -3.0920 -8.7200 -0.91 -0.22 0.37 0.400
H 3.3922 -2.1118 -9.0350 0.08 -0.18 0.00 0.379
H 4.5226 -0.9490 -7.1018 0.13 0.03 -0.50 0.376
C 1.0465 -4.5657 4.7499 -0.57 1.65 0.03 -0.596
C 0.1744 -5.4193 4.0554 2.40 -0.75 1.36 -0.282
C -0.7422 -4.9145 3.2257 -1.10 -0.23 -0.78 -0.666
C -0.9179 -3.5525 3.1053 -1.55 -0.35 -1.21 0.111
C -0.1301 -2.6649 3.7459 1.77 0.36 1.46 0.096
C 0.8863 -3.1703 4.6030 -0.42 -1.05 -0.66 -0.746
H 1.8351 -4.8495 5.4310 -0.04 -0.62 -0.16 0.312
H 0.2827 -6.4938 4.0652 0.23 -0.09 0.36 0.322
H -1.2927 -5.6698 2.6846 -0.56 0.42 -0.32 0.358
H -1.7376 -3.2227 2.4842 -0.02 0.27 -0.28 0.376
H -0.2607 -1.6054 3.5825 0.07 0.06 0.24 0.327
H 1.5956 -2.5456 5.1256 -0.15 0.34 -0.01 0.437
C 2.8593 5.7418 -4.5816 -1.42 0.23 -0.73 -0.466
C 3.4326 6.7981 -5.2770 0.57 -0.39 -0.72 -0.182
C 2.7130 7.8654 -5.8168 -1.10 -0.94 0.90 -0.561
C 1.3254 7.8974 -5.5574 0.19 -0.15 0.59 -0.381
C 0.7215 6.9067 -4.7546 1.30 -0.63 -0.49 -0.488
C 1.4737 5.7826 -4.3621 0.41 1.31 0.83 -0.381
H 3.4088 4.8449 -4.3361 0.26 0.17 0.27 0.416
H 4.4781 6.7042 -5.5311 0.24 0.20 0.11 0.377
H 3.2417 8.6004 -6.4057 -0.24 0.15 -0.02 0.428
H 0.7052 8.7129 -5.8990 0.07 0.14 -0.14 0.356
H -0.3037 6.9364 -4.4162 -0.16 0.31 -0.33 0.401
H 1.0284 5.1106 -3.6434 -0.17 -0.50 -0.31 0.484
C -2.9861 -0.6736 -5.1364 0.35 0.20 -0.66 -0.952
C -1.8350 -0.2854 -5.7990 1.16 0.97 0.59 -0.222
C -1.0925 0.8171 -5.3262 0.37 -0.71 -0.18 -0.877
C -1.4753 1.4823 -4.1887 -0.89 0.45 0.27 -0.175
C -2.6507 1.1332 -3.5585 -0.83 -1.10 -0.08 -0.712
C -3.4077 0.0309 -4.0200 0.53 0.57 0.61 0.002
H -3.5017 -1.4942 -5.6129 -0.43 -0.23 0.58 0.414
H -1.4079 -0.8938 -6.5825 -0.29 0.18 -0.32 0.679
H -0.1489 1.1349 -5.7446 0.03 -0.30 -0.52 0.458
H -0.9482 2.3181 -3.7528 0.41 0.04 -0.30 0.533
H -2.9524 1.7127 -2.6986 -0.21 -0.21 0.19 0.427
H -4.2430 -0.3301 -3.4384 -0.30 0.20 -0.09 0.420
C -1.4564 1.2518 4.8788 1.57 -0.45 1.68 -0.092
C -0.2005 1.6326 5.4249 -1.21 -0.78 -1.13 -0.200
C 0.2574 1.0871 6.6156 0.17 0.38 -0.79 -0.556
C -0.5236 0.1747 7.3099 0.83 0.26 -0.06 -0.416
C -1.7472 -0.2119 6.8151 -0.12 0.25 -0.09 -0.611
C -2.2128 0.3292 5.6133 -0.34 0.64 -0.48 -0.514
H -1.6579 1.6399 3.8914 -0.70 -0.05 0.05 0.531
H 0.3741 2.2385 4.7399 0.53 0.37 0.47 0.243
H 1.2667 1.3220 6.9201 0.01 0.06 0.33 0.392
H -0.0920 -0.2415 8.2082 -0.27 -0.19 0.16 0.373
H -2.2986 -0.9286 7.4056 -0.38 -0.04 -0.27 0.411
H -3.2093 0.1169 5.2551 -0.10 -0.44 -0.02 0.489
C -7.0691 1.0373 0.3494 0.01 -1.03 -1.46 -0.475
C -5.9912 0.3217 -0.1738 1.54 1.59 1.15 -0.664
C -4.7070 0.5739 0.4232 -1.38 -1.26 -0.19 0.290
C -4.5535 1.3996 1.5395 -1.04 0.40 -0.59 -0.136
C -5.7004 2.0029 2.0758 0.65 -0.29 -0.42 -0.452
C -6.9266 1.8068 1.4573 0.06 1.06 1.28 -0.642
H -8.0341 1.0468 -0.1353 -0.10 -0.32 -0.11 0.381
H -6.0475 -0.2412 -1.0938 -0.16 -0.23 0.11 0.308
H -3.9020 -0.0595 0.0808 0.46 0.39 -0.24 0.109
H -3.5850 1.7216 1.8928 0.22 -0.50 0.20 0.310
H -5.5976 2.6518 2.9330 -0.12 0.09 0.06 0.502
H -7.7943 2.3442 1.8105 -0.06 0.03 0.21 0.383
C 0.6478 1.2593 0.3436 1.06 1.16 -3.14 0.025
C -0.0265 0.8584 1.4430 -0.07 -1.25 0.69 -0.282
C -0.8045 -0.2778 1.2960 -1.89 0.23 1.51 -0.688
C -1.1191 -0.8816 0.1114 0.27 0.36 -0.39 -0.336
C -0.4491 -0.4372 -1.0020 1.57 0.46 -0.59 -0.022
C 0.4724 0.6455 -0.9138 -1.58 -1.91 0.81 -1.048
H 1.3222 2.1000 0.2737 0.14 0.24 0.78 0.255
H 0.1069 1.3033 2.4180 0.06 0.13 -0.04 0.252
H -1.3988 -0.6426 2.1206 0.15 0.13 0.54 0.650
H -1.9052 -1.6194 0.0480 0.26 -0.35 0.08 -0.067
H -0.4889 -1.0532 -1.8883 -0.32 0.37 -0.52 0.395
H 0.9972 0.8812 -1.8278 0.28 0.46 0.22 0.846